No. 1
{"formula": "C22H26CoN4O3", "method": "ωB97M-V with the def2-TZVPD basis set", "s_squared": 3.790, "gap_ev": [3.478, 5.687], "total_charge": 2, "e_homo_ev": [-10.9, -13.1], "multiplicity": 4, "symbols": ["C", "C", "H", "H", "C", "C", "H", "H", "C", "H", "H", "H", "C", "H", "H", "H", "Co", "O", "C", "O", "C", "O", "N", "C", "C", "H", "H", "H", "H", "C", "C", "H", "H", "H", "N", "C", "C", "C", "C", "C", "N", "C", "C", "C", "C", "C", "N", "H", "H", "H", "H", "H", "H", "H", "H", "H"], "coordinates": [[-2.363888, 0.772211, -6.770215], [-1.384083, 0.487840, -7.663656], [-2.592373, 1.785803, -6.473023], [-3.082649, 0.028404, -6.442372], [-0.126732, -0.128368, -7.328639], [0.391769, -0.286742, -6.073819], [0.153803, 0.364142, -5.240575], [1.070239, -1.108432, -5.884142], [-1.801952, 0.711380, -9.126819], [-2.769860, 1.236255, -9.120262], [-1.974388, -0.227281, -9.677671], [-1.111729, 1.320245, -9.724962], [0.645052, -0.619188, -8.532181], [0.908213, 0.232513, -9.170205], [0.080770, -1.327330, -9.155725], [1.582058, -1.108822, -8.275097], [0.061281, -0.191035, 0.265345], [-0.758687, -0.255069, -1.326698], [-1.593343, -1.112686, -1.768349], [-0.232828, -2.190827, 0.435956], [-0.571952, -2.913503, -0.532894], [-0.239634, -4.183579, -0.619631], [-1.304656, -2.482570, -1.620334], [-0.675975, -4.701741, -1.932556], [-1.365570, -3.560765, -2.639800], [-1.333280, -5.553616, -1.749194], [0.221655, -5.066376, -2.443285], [-2.405748, -3.772269, -2.894909], [-0.794589, -3.267897, -3.531918], [-2.828053, -0.551259, -2.203102], [-3.137232, 0.732325, -1.826850], [-3.493289, -1.248264, -2.727626], [-2.345414, 1.459851, -1.685855], [-4.133712, 1.113192, -1.603578], [-0.436057, 1.793981, 2.438666], [0.488100, 0.811526, 2.802759], [0.932820, 0.695604, 4.120325], [1.933872, -0.228674, 4.413893], [2.475645, -0.989496, 3.367908], [1.972988, -0.860044, 2.085726], [0.941169, -0.013971, 1.838938], [-0.426236, 2.436633, 1.198850], [-0.837157, 3.766966, 1.084156], [-0.679542, 4.419067, -0.133286], [-0.124278, 3.707718, -1.205976], [0.211598, 2.372235, -1.048268], [0.004963, 1.729353, 0.136536], [-0.779918, 2.361244, 3.199152], [0.474188, 1.339241, 4.871532], [2.292607, -0.357430, 5.435539], [3.270356, -1.711274, 3.543932], [2.326558, -1.427387, 1.228442], [-1.258613, 4.240655, 1.966449], [-0.974442, 5.459412, -0.249604], [0.027213, 4.177038, -2.174301], [0.632009, 1.772127, -1.854751]], "forces_ev_per_a": [[-2.71, 0.94, 3.14], [3.65, -1.09, -2.85], [-0.01, 0.23, 0.15], [-0.11, -0.09, -0.10], [-0.98, 0.60, -1.37], [-0.14, -0.21, 0.40], [-0.48, -0.22, 0.05], [0.50, 0.36, -0.10], [-0.44, -0.03, 0.14], [0.34, -0.13, -0.10], [0.19, 0.14, 0.23], [0.08, -0.18, 0.31], [0.14, -0.51, -0.28], [-0.08, -0.12, 0.11], [0.02, 0.25, 0.16], [0.01, 0.03, 0.22], [0.23, -0.03, 0.09], [-1.51, -1.77, -1.80], [2.26, 1.59, 0.71], [-0.19, -0.69, -1.23], [0.98, 0.82, 1.05], [-0.60, 0.87, -0.54], [0.05, 0.56, -0.11], [0.36, -1.08, 0.64], [-0.44, 0.86, -0.57], [0.09, 0.19, 0.12], [-0.22, 0.24, 0.14], [0.19, -0.07, -0.06], [-0.38, 0.10, 0.22], [-1.69, -0.10, -0.77], [0.32, -1.05, -0.41], [-0.37, 0.44, 0.80], [0.12, -0.30, 0.61], [-0.06, -0.33, -0.93], [-0.10, -0.13, -0.28], [0.39, -0.30, -0.13], [0.15, -0.09, 0.09], [-0.46, 0.18, -0.41], [0.28, -0.26, -0.29], [-0.45, 0.35, 0.99], [0.75, 0.10, 1.60], [0.30, -0.36, -0.24], [0.04, 0.12, -0.20], [-0.09, -0.57, 0.37], [0.21, -0.36, -0.25], [-0.44, 0.45, 0.52], [0.22, 0.53, -0.09], [0.02, -0.06, 0.02], [0.31, -0.21, -0.06], [-0.10, 0.09, -0.31], [-0.14, 0.25, 0.03], [-0.02, -0.05, 0.32], [0.14, 0.16, -0.22], [0.06, -0.22, 0.05], [0.04, -0.04, 0.23], [-0.21, 0.21, 0.20]]}

No. 2
{"formula": "C22H26CrN4O2", "method": "ωB97M-V with the def2-TZVPD basis set", "s_squared": 8.772, "gap_ev": [2.529, 6.769], "total_charge": -1, "e_homo_ev": [0.0, -4.2], "multiplicity": 6, "relative_energy_kj_mol": 0.0, "symbols": ["Cr", "C", "O", "H", "H", "H", "C", "O", "H", "H", "H", "N", "C", "C", "C", "C", "C", "H", "H", "H", "H", "H", "N", "C", "C", "C", "C", "C", "H", "H", "H", "H", "H", "N", "C", "C", "C", "C", "C", "H", "H", "H", "H", "H", "N", "C", "C", "C", "C", "C", "H", "H", "H", "H", "H"], "coordinates": [[0.191475, 0.005488, -0.121324], [-1.065605, -1.178932, 3.004916], [-0.571025, -0.442292, 1.907326], [-1.726675, -1.921062, 2.557336], [-0.330255, -1.731552, 3.589696], [-1.676175, -0.641162, 3.730246], [2.692035, 0.326498, -2.411744], [1.366235, 0.246228, -1.981264], [2.682805, 0.717478, -3.429164], [3.366435, 0.956248, -1.831494], [3.107075, -0.680472, -2.454994], [1.501545, 1.781528, 0.727816], [1.716415, 1.635118, 2.045576], [2.084345, 2.668868, 2.851356], [2.293685, 3.925108, 2.316286], [2.093795, 4.131318, 0.942116], [1.731515, 3.023348, 0.186746], [1.606575, 0.662848, 2.502776], [2.258905, 2.531888, 3.908316], [2.470435, 4.788538, 2.940506], [2.204205, 5.145988, 0.589026], [1.800465, 3.097118, -0.888524], [-1.441525, 1.722068, -0.475724], [-2.294675, 1.940118, -1.529724], [-3.378835, 2.815358, -1.489194], [-3.721875, 3.406638, -0.271674], [-2.917455, 3.169158, 0.842326], [-1.765235, 2.380798, 0.684536], [-2.104675, 1.403138, -2.447294], [-4.120265, 2.800128, -2.274334], [-4.589305, 4.049998, -0.278784], [-3.155045, 3.682438, 1.762386], [-1.035225, 2.286218, 1.474826], [-1.334495, -1.200902, -1.212874], [-2.564335, -1.450052, -0.649694], [-3.585325, -2.186012, -1.266134], [-3.285975, -2.754492, -2.510254], [-2.096695, -2.523222, -3.136974], [-1.156785, -1.734532, -2.440794], [-2.774845, -0.901342, 0.256396], [-4.547275, -2.169322, -0.775454], [-4.141555, -3.247172, -2.948034], [-1.861305, -3.023842, -4.064544], [-0.184915, -1.645022, -2.903234], [1.506805, -2.021442, 0.185786], [2.095905, -2.240082, 1.418686], [3.002555, -3.258082, 1.604366], [3.342645, -4.172462, 0.657946], [2.724755, -3.965552, -0.558664], [1.872885, -2.915132, -0.797334], [1.911215, -1.517622, 2.199926], [3.505925, -3.340502, 2.556316], [4.034515, -4.990962, 0.791216], [2.903795, -4.678322, -1.350054], [1.358395, -2.768112, -1.735454]], "forces_ev_per_a": [[1.84, 0.85, 0.16], [0.00, 0.22, -2.42], [0.17, 0.35, 0.23], [-0.48, -0.74, 0.38], [0.60, -0.10, 0.11], [-0.07, 0.65, 0.12], [-1.61, -0.34, 0.22], [-0.99, -0.22, 0.85], [0.33, 0.17, -0.46], [0.05, 0.21, 0.44], [0.65, -0.39, -0.05], [-0.86, -1.67, -1.15], [0.45, 0.36, 1.41], [0.14, -0.98, 0.70], [0.00, 2.20, -0.04], [-0.43, -1.39, 0.11], [0.69, 1.45, -0.12], [-0.30, -0.21, -0.25], [-0.04, -0.34, 0.18], [0.11, 0.06, 0.25], [0.11, -0.11, -0.67], [-0.50, -0.21, -0.26], [-2.18, 1.58, 0.02], [0.65, 0.17, 1.21], [-0.22, -1.03, 0.96], [0.68, -0.36, -0.37], [0.16, 0.28, -0.94], [0.05, -0.27, -1.20], [0.33, -0.20, 0.00], [0.31, 0.36, -0.45], [-0.11, 0.05, 0.45], [0.25, -0.20, 0.22], [0.00, -0.27, 0.18], [-1.61, -1.32, -0.80], [0.29, 0.62, -0.88], [1.99, 0.98, 0.14], [-2.16, 0.35, 0.80], [0.61, 0.24, 1.07], [0.15, -0.75, 0.09], [0.33, -0.14, 0.37], [-0.09, -0.47, -0.19], [0.28, -0.49, -0.55], [0.15, 0.32, -0.13], [0.26, 0.71, 0.24], [1.50, -1.67, 0.82], [-0.62, 0.61, -2.63], [0.85, -0.04, 2.03], [-0.66, 0.33, -1.17], [0.28, -1.04, -1.06], [-1.12, 1.51, 1.99], [-0.41, 0.03, -0.08], [-0.14, 0.17, 0.35], [0.02, 0.06, 0.23], [0.04, 0.03, -0.29], [0.25, 0.05, -0.17]]}

No. 3
{"formula": "C22H26FN3O3S", "method": "ωB97M-V with the def2-TZVPD basis set", "gap_ev": 8.242, "total_charge": 0, "e_homo_ev": -7.8, "relative_energy_kj_mol": 0.8, "symbols": ["C", "C", "C", "O", "N", "C", "C", "C", "C", "C", "C", "S", "O", "O", "N", "C", "C", "N", "C", "C", "C", "C", "C", "C", "F", "C", "C", "C", "C", "C", "H", "H", "H", "H", "H", "H", "H", "H", "H", "H", "H", "H", "H", "H", "H", "H", "H", "H", "H", "H", "H", "H", "H", "H", "H", "H"], "coordinates": [[-4.835056, -3.525939, 1.698559], [-4.833479, -2.464851, 0.604736], [-3.672259, -1.504606, 0.792257], [-2.841155, -1.670975, 1.657124], [-3.620073, -0.443053, -0.086796], [-4.512015, -0.402385, -1.240520], [-4.211182, 0.755867, -2.182224], [-2.708398, 0.805512, -2.439235], [-2.071502, 1.116519, -1.120079], [-1.038981, 2.030726, -1.001239], [-0.538052, 2.355884, 0.243552], [0.853946, 3.477244, 0.363642], [0.813504, 4.111946, 1.647580], [0.881407, 4.283737, -0.821282], [2.231195, 2.549307, 0.336605], [2.622163, 1.943427, -0.912383], [2.155025, 0.482893, -1.012105], [2.627235, -0.271086, 0.134043], [3.863290, -0.895664, 0.103730], [4.774397, -0.846362, 1.166708], [5.972131, -1.535298, 1.138142], [6.324514, -2.302001, 0.042772], [5.443374, -2.386679, -1.021207], [4.244563, -1.709605, -0.974415], [3.406975, -1.878545, -2.034661], [2.127047, 0.313839, 1.360792], [2.563753, 1.779818, 1.511298], [-1.094992, 1.822265, 1.388912], [-2.131986, 0.913901, 1.286546], [-2.606327, 0.524062, 0.033486], [-4.937205, -3.060388, 2.675028], [-5.657938, -4.220386, 1.549424], [-3.898497, -4.076414, 1.687160], [-5.771359, -1.905659, 0.625906], [-4.750838, -2.946705, -0.372340], [-5.547250, -0.325462, -0.889694], [-4.412440, -1.339750, -1.800421], [-4.770168, 0.609772, -3.106803], [-4.527136, 1.700415, -1.735453], [-2.455117, 1.570069, -3.173155], [-2.364736, -0.160904, -2.818565], [-0.620139, 2.508396, -1.873462], [3.716622, 1.978662, -0.982844], [2.197125, 2.554233, -1.708177], [1.060732, 0.438858, -1.014100], [2.519096, 0.052713, -1.940959], [4.550061, -0.249967, 2.035838], [6.640963, -1.460032, 1.982342], [7.262755, -2.832225, 0.015756], [5.662502, -2.989181, -1.888858], [1.033280, 0.264631, 1.313658], [2.453137, -0.279311, 2.214884], [3.649155, 1.837207, 1.654044], [2.071265, 2.259992, 2.356387], [-0.724825, 2.140250, 2.350247], [-2.568103, 0.501298, 2.179797]], "forces_ev_per_a": [[0.03, 0.14, -0.15], [0.09, -0.24, 0.34], [-0.16, -0.17, -0.14], [0.04, -0.15, 0.19], [0.07, 0.19, -0.01], [-0.49, -0.03, -0.33], [0.11, -0.19, 0.01], [-0.14, 0.07, 0.06], [0.06, -0.08, 0.07], [-0.05, 0.02, 0.01], [0.46, 0.54, 0.01], [0.27, -0.03, 0.00], [-0.11, -0.30, 0.14], [-0.10, -0.28, -0.16], [-0.75, 0.78, 0.05], [-0.11, -0.31, -0.61], [0.13, 0.36, -0.27], [-0.29, -0.21, -0.04], [0.20, -0.23, -0.06], [-0.10, 0.06, -0.09], [0.14, -0.09, 0.01], [0.00, 0.02, 0.06], [-0.12, 0.10, 0.00], [0.13, -0.05, -0.12], [0.02, 0.06, 0.25], [0.09, 0.16, 0.17], [-0.06, -0.37, 0.54], [-0.08, 0.03, 0.05], [0.04, 0.06, 0.03], [0.50, 0.32, 0.10], [0.01, -0.03, 0.09], [-0.07, -0.06, 0.00], [0.03, -0.06, 0.06], [0.01, 0.01, -0.15], [-0.08, 0.11, -0.06], [0.09, -0.07, -0.10], [-0.07, 0.12, 0.04], [-0.07, -0.01, 0.05], [-0.03, 0.02, -0.04], [0.05, -0.03, -0.01], [0.00, -0.02, -0.07], [-0.02, 0.04, -0.18], [-0.09, 0.03, -0.02], [0.18, -0.10, -0.14], [0.11, -0.02, -0.06], [-0.06, -0.02, 0.06], [-0.06, 0.08, 0.06], [0.05, 0.01, 0.08], [0.09, -0.06, 0.00], [-0.02, -0.05, -0.10], [0.12, -0.02, 0.07], [-0.06, 0.02, 0.00], [-0.09, 0.03, 0.03], [0.17, -0.13, 0.14], [-0.01, 0.00, 0.17], [0.00, -0.01, 0.02]]}

No. 4
{"formula": "C22H26IrN4", "method": "ωB97M-V with the def2-TZVPD basis set", "s_squared": 6.083, "gap_ev": [5.227, 5.445], "total_charge": 1, "e_homo_ev": [-8.4, -11.3], "multiplicity": 5, "symbols": ["Ir", "C", "C", "C", "N", "C", "C", "C", "C", "C", "C", "C", "N", "C", "C", "C", "N", "C", "C", "C", "C", "C", "C", "C", "N", "C", "C", "H", "H", "H", "H", "H", "H", "H", "H", "H", "H", "H", "H", "H", "H", "H", "H", "H", "H", "H", "H", "H", "H", "H", "H", "H", "H"], "coordinates": [[0.113292, 0.095023, 0.280308], [-2.093947, -1.096295, -3.219047], [-2.561984, -0.617678, -1.844059], [-2.227063, -1.609795, -0.716317], [-1.593094, -0.956571, 0.431992], [-2.177780, -0.960944, 1.638422], [-3.496695, -1.421000, 1.862978], [-4.186203, -1.660616, 3.029672], [-3.762959, -1.569724, 4.348069], [-2.551138, -1.066551, 4.789195], [-1.543222, -0.475188, 4.056850], [-1.387378, -0.305874, 2.665763], [-0.393923, 0.438777, 2.164166], [0.354177, 1.324134, 3.056157], [1.032174, 2.440306, 2.280717], [2.214678, 1.988715, 1.442311], [1.791318, 1.178215, 0.304526], [2.642198, 0.992388, -0.717990], [3.981191, 1.379421, -0.637909], [4.965803, 1.382480, -1.657679], [4.766015, 1.277845, -3.014278], [3.570361, 0.998891, -3.734853], [2.395083, 0.486919, -3.207520], [1.998671, 0.316220, -1.879604], [0.894944, -0.434264, -1.523134], [0.393702, -1.362140, -2.532119], [-0.635780, -0.752837, -3.512158], [-2.719679, -0.653680, -3.995104], [-2.234291, -2.179805, -3.296573], [-3.637221, -0.434873, -1.853841], [-2.093992, 0.343686, -1.616551], [-1.533183, -2.366529, -1.068501], [-3.113368, -2.159796, -0.428496], [-4.081810, -1.607413, 0.976986], [-5.202471, -2.008714, 2.886254], [-4.455766, -1.909865, 5.106773], [-2.382476, -1.097701, 5.859605], [-0.721643, -0.099626, 4.651212], [1.102735, 0.756103, 3.620511], [-0.338261, 1.760471, 3.777723], [1.382313, 3.189485, 2.990666], [0.295310, 2.926794, 1.635156], [2.914670, 1.423098, 2.068744], [2.747196, 2.863912, 1.069078], [4.319950, 1.726102, 0.327969], [5.974889, 1.601923, -1.334250], [5.649587, 1.431706, -3.625448], [3.628464, 1.051385, -4.812377], [1.683154, 0.149079, -3.950958], [-0.023188, -2.226139, -2.024781], [1.249631, -1.738663, -3.090841], [-0.393297, -1.085204, -4.524332], [-0.519695, 0.334405, -3.503081]], "forces_ev_per_a": [[-0.24, -0.17, -0.11], [0.04, -0.03, 0.04], [0.02, -0.03, 0.03], [0.06, 0.14, -0.03], [-0.01, -0.01, 0.00], [-0.08, -0.03, -0.07], [0.04, 0.02, -0.08], [-0.04, -0.02, 0.04], [-0.07, -0.04, 0.09], [0.01, 0.00, 0.02], [0.04, 0.05, 0.01], [0.09, 0.05, 0.04], [-0.03, -0.05, 0.10], [0.03, -0.01, -0.07], [-0.07, -0.04, -0.11], [-0.06, -0.04, 0.07], [0.64, 0.04, -0.26], [-0.76, -0.24, -0.13], [0.42, 0.22, 0.06], [-0.20, 0.00, -0.29], [0.40, 0.08, 0.48], [-0.67, -0.23, -0.07], [0.48, 0.14, -0.33], [0.11, 0.13, 0.46], [-0.16, -0.04, 0.12], [-0.02, 0.16, 0.00], [-0.01, -0.04, 0.03], [0.01, 0.03, 0.00], [-0.05, 0.01, -0.02], [-0.01, -0.01, 0.02], [0.00, 0.04, -0.02], [0.03, 0.00, 0.03], [-0.06, -0.07, 0.05], [0.02, -0.01, -0.07], [0.00, -0.01, 0.01], [0.00, 0.00, -0.01], [-0.01, 0.01, -0.02], [-0.01, -0.01, -0.02], [0.00, -0.04, 0.00], [0.00, 0.04, -0.01], [0.02, 0.00, 0.03], [0.01, 0.04, 0.03], [0.02, -0.02, -0.02], [-0.04, 0.05, 0.01], [0.01, -0.01, -0.04], [-0.01, -0.01, 0.01], [-0.01, -0.04, 0.00], [0.03, 0.03, 0.01], [0.00, 0.04, 0.01], [0.03, -0.03, 0.00], [0.05, -0.04, -0.02], [-0.01, -0.01, 0.00], [0.00, 0.00, -0.01]]}